Record 1
12
Properties=species:S:1:pos:R:3:nbo_charge:R:1 method="wB97M-V/def2-TZVPD" s_squared=0.75 spin_multiplicity=2 gap_ev="4.5 / 7.7" relative_energy_kj_mol=83.7 charge=0
O 2.331 -1.000 -0.852 -0.48
C 1.848 -0.011 -0.469 1.01
O 1.523 0.881 0.226 -0.55
O 0.167 1.720 -2.488 -0.88
C 0.025 3.302 -2.766 -0.21
C 0.394 4.096 -1.579 0.07
O -0.065 3.844 -0.387 -0.83
H 1.120 1.593 -2.543 0.45
H -1.025 3.409 -3.080 0.18
H 0.709 3.483 -3.607 0.19
H 1.326 4.685 -1.650 0.11
Na -0.734 1.728 -0.332 0.94

Record 2
107
Properties=species:S:1:pos:R:3:mulliken_charge:R:1 method="wB97M-V/def2-TZVPD" gap_ev=9.3 smiles=CCOC[Si@@](CN)(CCC(C)C)c1ccccn1.CCO.CCO.CCO.CCO.CCO.CCO.CCO charge=0
C 0.884 1.066 3.894 -0.81
C 0.639 0.759 2.369 0.51
O -0.723 0.494 2.018 -0.16
C -1.589 1.613 2.321 -0.55
Si -3.107 1.696 1.125 -0.27
C -4.651 1.578 2.289 -0.65
N -5.595 2.723 2.124 -0.56
C -3.197 3.338 0.146 -0.85
C -1.813 4.032 -0.142 -0.94
C -0.995 3.487 -1.375 0.81
C 0.202 2.524 -0.969 -1.01
C -1.846 2.818 -2.517 -1.26
C -3.013 0.146 -0.022 0.44
C -4.079 -0.833 -0.132 -0.42
C -4.051 -2.045 -0.947 -0.69
C -2.755 -2.177 -1.692 -0.15
C -1.805 -1.105 -1.514 -0.66
N -1.869 0.001 -0.751 0.22
H 1.998 1.040 4.046 0.18
H 0.525 2.109 4.079 0.16
H 0.360 0.298 4.510 0.26
H 1.234 -0.122 2.018 -0.27
H 1.012 1.661 1.795 0.10
H -1.971 1.415 3.368 0.53
H -1.036 2.589 2.389 0.23
H -4.340 1.581 3.371 0.35
H -5.229 0.627 2.143 0.29
H -6.310 2.547 1.422 0.19
H -6.045 2.935 3.014 0.21
H -3.767 4.041 0.820 0.47
H -3.845 3.189 -0.751 0.51
H -2.039 5.114 -0.365 0.45
H -1.118 4.050 0.737 0.26
H -0.493 4.379 -1.845 0.48
H -0.068 1.842 -0.130 -0.05
H 1.014 3.202 -0.572 0.45
H 0.648 2.000 -1.849 0.16
H -2.319 3.661 -3.102 0.35
H -1.133 2.334 -3.235 0.19
H -2.610 2.086 -2.175 0.16
H -5.005 -0.644 0.462 0.12
H -4.875 -2.782 -1.000 0.50
H -2.539 -3.051 -2.342 0.35
H -0.860 -1.214 -2.107 0.34
C 2.301 -4.172 0.437 -1.07
C 2.564 -3.071 1.447 -0.33
O 2.091 -1.820 0.955 -0.37
H 2.793 -3.945 -0.511 0.29
H 2.667 -5.133 0.803 0.36
H 1.231 -4.259 0.231 0.28
H 3.634 -2.972 1.634 0.29
H 2.065 -3.288 2.397 0.33
H 1.142 -1.908 0.799 0.16
C 4.526 0.667 2.005 -0.52
C 5.326 0.796 3.287 -0.19
O 6.149 1.959 3.248 -0.52
H 5.192 0.611 1.142 0.35
H 3.897 -0.226 2.024 -0.08
H 3.886 1.543 1.859 0.26
H 5.979 -0.068 3.419 0.33
H 4.662 0.864 4.155 0.09
H 5.569 2.722 3.141 0.30
C 2.116 2.739 -6.587 -1.13
C 1.345 2.094 -5.452 -0.03
O 0.661 3.081 -4.686 -0.44
H 2.839 3.458 -6.197 0.27
H 2.648 1.987 -7.172 0.32
H 1.443 3.290 -7.250 0.41
H 2.024 1.565 -4.783 0.06
H 0.611 1.378 -5.839 0.28
H 0.054 3.541 -5.277 0.26
C -4.065 -5.142 1.461 -0.58
C -3.194 -5.124 2.702 -0.31
O -1.868 -4.718 2.374 -0.46
H -3.652 -5.822 0.713 0.22
H -5.082 -5.457 1.701 0.39
H -4.103 -4.150 1.003 -0.06
H -3.138 -6.118 3.145 0.29
H -3.597 -4.434 3.451 0.26
H -1.921 -3.834 1.991 0.25
C -2.855 -5.782 -4.576 -1.00
C -3.632 -6.415 -3.438 -0.30
O -4.306 -5.417 -2.677 -0.44
H -2.126 -5.067 -4.190 0.23
H -2.330 -6.539 -5.161 0.36
H -3.525 -5.228 -5.240 0.31
H -2.959 -6.948 -2.766 0.27
H -4.372 -7.125 -3.821 0.29
H -4.908 -4.953 -3.271 0.27
C 3.555 3.476 6.460 -1.10
C 2.281 3.796 5.700 -0.08
O 1.171 3.146 6.309 -0.52
H 3.728 2.398 6.479 0.27
H 4.418 3.963 6.000 0.30
H 3.479 3.806 7.499 0.38
H 2.352 3.446 4.670 0.17
H 2.095 4.875 5.687 0.30
H 1.110 3.467 7.217 0.31
C 5.222 0.095 -3.506 -0.94
C 4.771 -0.422 -4.859 -0.31
O 5.172 0.471 -5.894 -0.50
H 4.800 1.084 -3.315 0.27
H 4.912 -0.580 -2.706 0.25
H 6.310 0.200 -3.475 0.38
H 3.684 -0.505 -4.893 0.26
H 5.200 -1.410 -5.060 0.31
H 6.134 0.535 -5.868 0.29

Record 3
70
Properties=species:S:1:pos:R:3:nbo_charge:R:1 method="wB97M-V/def2-TZVPD" s_squared=3.78 spin_multiplicity=4 gap_ev="6.5 / 6.2" relative_energy_kj_mol=205.1 charge=+1
Re -0.453 -0.881 1.337 1.91
Cl -6.008 3.721 -0.018 0.04
C -4.760 2.684 0.561 -0.06
C -4.542 2.592 1.940 -0.18
C -3.613 1.709 2.417 -0.24
C -2.848 0.890 1.553 0.44
O -2.083 -0.002 2.089 -0.68
C -3.018 1.048 0.143 -0.23
C -2.307 0.210 -0.795 0.19
N -1.606 -0.847 -0.380 -0.62
C -1.456 -2.000 -1.144 0.12
C -1.777 -2.198 -2.478 -0.20
C -1.600 -3.455 -3.066 -0.17
C -1.131 -4.528 -2.351 -0.17
C -0.801 -4.377 -0.989 -0.10
C -0.317 -5.422 -0.173 -0.06
C -0.038 -5.168 1.148 -0.26
C -0.199 -3.877 1.653 0.13
N -0.632 -2.864 0.912 -0.54
C -0.955 -3.104 -0.396 0.22
C -4.005 1.932 -0.318 -0.21
H -5.126 3.194 2.616 0.25
H -3.441 1.595 3.476 0.24
H -2.726 0.178 -1.795 0.23
H -2.151 -1.393 -3.086 0.23
H -1.853 -3.578 -4.106 0.24
H -1.005 -5.496 -2.809 0.23
H -0.169 -6.401 -0.602 0.24
H 0.319 -5.950 1.799 0.26
H 0.044 -3.650 2.681 0.23
H -4.228 1.977 -1.374 0.23
O 4.733 2.226 2.522 -0.41
C 3.795 1.593 2.151 0.40
C 2.569 2.111 1.394 0.42
O 2.511 3.092 0.687 -0.52
C 1.567 1.061 1.564 0.22
C 2.174 -0.139 1.993 0.19
O 1.448 -1.205 1.983 -0.68
C 3.573 0.075 2.366 0.39
O 4.402 -0.701 2.760 -0.46
O 0.325 1.056 1.276 -0.66
C -4.154 5.527 -2.469 -0.61
C -2.774 6.060 -2.107 -0.41
C -2.064 5.232 -1.033 -0.22
N -1.733 3.888 -1.470 -0.55
C -0.554 3.282 -1.435 0.38
S -0.468 1.588 -1.604 -0.10
N 0.601 3.964 -1.309 -0.69
C 0.937 5.255 -1.795 0.68
O 1.729 5.918 -1.184 -0.51
C 0.342 5.662 -3.085 -0.22
C 0.289 7.034 -3.346 -0.15
C -0.210 7.496 -4.547 -0.21
C -0.643 6.595 -5.508 -0.17
C -0.567 5.232 -5.268 -0.24
C -0.081 4.759 -4.061 -0.13
H -4.617 6.180 -3.205 0.23
H -4.799 5.492 -1.595 0.21
H -4.090 4.530 -2.899 0.19
H -2.866 7.075 -1.717 0.22
H -2.165 6.104 -3.008 0.22
H -2.721 5.140 -0.161 0.21
H -1.148 5.735 -0.722 0.22
H -2.534 3.291 -1.634 0.42
H 1.347 3.564 -0.722 0.48
H 0.646 7.713 -2.587 0.24
H -0.258 8.556 -4.737 0.23
H -1.031 6.953 -6.449 0.23
H -0.881 4.534 -6.031 0.22
H 0.000 3.693 -3.900 0.21

Record 4
32
Properties=species:S:1:pos:R:3:nbo_charge:R:1 method="wB97M-V/def2-TZVPD" s_squared=3.79 spin_multiplicity=4 gap_ev="5.8 / 6.0" charge=+2
Cr 0.446 -1.716 0.630 1.56
O -3.460 -2.370 1.367 -0.56
C -2.244 -1.992 1.255 0.84
O -1.380 -2.557 0.551 -0.64
C -1.821 -0.772 1.989 0.08
C -2.547 0.064 2.798 -0.15
C -1.888 1.180 3.338 -0.07
C -0.563 1.438 3.029 -0.19
C 0.102 0.558 2.179 0.18
N -0.520 -0.541 1.737 -0.47
C 1.530 0.520 1.719 0.79
O 2.452 1.339 2.102 -0.57
O 1.885 -0.578 1.197 -0.65
H -3.690 -3.169 0.858 0.55
H -3.588 -0.136 3.011 0.28
H -2.421 1.847 4.003 0.28
H -0.065 2.311 3.431 0.26
H 2.169 2.137 2.569 0.53
F 1.879 2.149 -4.437 -0.30
C 1.459 2.131 -3.177 0.99
F 2.419 2.666 -2.411 -0.30
F 0.364 2.895 -3.089 -0.30
C 1.167 0.700 -2.745 -0.17
C 1.353 -0.326 -3.642 -0.06
C 1.124 -1.656 -3.261 -0.21
C 0.727 -1.882 -1.981 0.00
N 0.556 -0.882 -1.083 -0.50
C 0.738 0.429 -1.416 0.11
S 0.388 1.679 -0.293 -0.07
H 1.678 -0.102 -4.650 0.28
H 1.247 -2.474 -3.955 0.27
H 0.506 -2.892 -1.622 0.22

Record 5
23
Properties=species:S:1:pos:R:3:nbo_charge:R:1 method="wB97M-V/def2-TZVPD" s_squared=0.75 spin_multiplicity=2 gap_ev="11.9 / 7.0" relative_energy_kj_mol=233.5 charge=+1
C 0.208 2.256 -0.363 -0.47
N 0.541 1.004 0.268 0.07
C 1.797 0.396 -0.218 -0.28
C 1.775 -1.051 0.354 -0.42
C 0.293 -1.393 0.569 -0.41
C -0.484 -0.062 0.224 -0.29
H 1.191 2.776 -0.307 0.23
H -0.426 2.909 0.154 0.25
H -0.039 2.210 -1.377 0.26
H 1.934 0.393 -1.388 0.29
H 2.630 0.975 -0.061 0.26
H 2.368 -1.083 1.229 0.24
H 2.278 -1.770 -0.407 0.25
H 0.031 -1.782 1.574 0.25
H -0.143 -2.094 -0.111 0.23
H -0.878 -0.202 -0.760 0.27
H -1.459 0.140 0.707 0.27
H -0.199 -2.724 -2.679 0.49
H -1.590 -1.842 -2.994 0.50
O -0.679 -2.107 -3.160 -0.98
H -2.104 1.840 2.555 0.46
H -3.009 0.881 1.941 0.46
O -2.559 1.041 2.741 -0.90

Record 6
10
Properties=species:S:1:pos:R:3:nbo_charge:R:1 method="wB97M-V/def2-TZVPD" gap_ev=8.1 relative_energy_kj_mol=495.7 charge=0
C 0.508 0.449 0.656 0.24
C 0.392 -2.491 -0.400 -0.27
C 0.596 -1.136 -0.105 -0.35
C -0.601 1.372 0.237 -0.81
Cl -0.725 -3.484 0.455 -0.02
H 0.722 -3.214 -1.188 0.25
H 1.467 -0.715 -0.735 0.23
H -1.034 1.733 1.138 0.28
H -1.371 1.095 -0.494 0.21
H -0.108 2.197 -0.109 0.26

Record 7
13
Properties=species:S:1:pos:R:3:nbo_charge:R:1 method="wB97M-V/def2-TZVPD" gap_ev=9.9 relative_energy_kj_mol=358.9 charge=0
C 1.033 -1.819 -0.778 -0.62
C 0.612 -0.573 -0.048 -0.10
O -0.779 -0.432 -0.356 -0.48
C -1.543 0.480 0.151 0.40
N -0.901 1.418 0.967 -0.72
C -1.600 2.575 0.732 0.42
N -2.179 3.526 0.395 -0.33
H 0.868 -1.693 -1.852 0.22
H 2.086 -2.019 -0.590 0.22
H 0.431 -2.667 -0.437 0.22
H 1.157 0.315 -0.390 0.18
H 0.714 -0.668 1.038 0.18
H 0.102 1.557 1.168 0.41

Record 8
176
Properties=species:S:1:pos:R:3:mulliken_charge:R:1 method="wB97M-V/def2-TZVPD" gap_ev=7.5 relative_energy_kj_mol=4297.2 charge=0
C -1.965 -2.134 -2.312 -0.07
C -1.119 -2.650 -3.503 -0.76
N -1.247 -1.643 -4.558 0.85
C -0.149 -1.509 -5.521 -0.74
C 0.152 -2.823 -6.309 -1.14
C -2.552 -1.666 -5.227 -0.82
C -3.105 -0.257 -5.223 -1.19
H -1.611 -1.141 -2.034 0.06
H -1.963 -2.860 -1.500 -1.06
H -3.025 -2.125 -2.565 0.75
H -0.104 -2.731 -3.112 -0.61
H -1.404 -3.630 -3.887 0.98
H -0.415 -0.643 -6.127 0.38
H 0.792 -1.123 -5.128 -0.15
H -0.789 -3.310 -6.565 0.57
H 0.905 -2.797 -7.096 0.19
H 0.352 -3.546 -5.518 0.64
H -3.219 -2.343 -4.694 0.48
H -2.389 -2.127 -6.201 0.45
H -4.139 -0.112 -5.535 0.40
H -2.425 0.406 -5.757 0.34
H -2.991 0.155 -4.220 0.12
C 2.537 1.456 0.961 -0.43
C 3.784 0.520 1.325 -2.30
N 3.723 -0.763 0.697 1.82
C 4.637 -1.711 1.409 -0.93
C 4.079 -3.130 1.259 -0.70
C 3.838 -0.742 -0.761 0.06
C 5.268 -0.365 -1.350 -2.01
H 1.585 0.934 1.053 -1.11
H 2.618 1.774 -0.079 0.91
H 2.627 2.367 1.552 1.19
H 4.616 1.173 1.060 0.40
H 3.722 0.413 2.408 0.49
H 5.683 -1.513 1.179 0.43
H 4.637 -1.495 2.478 0.54
H 4.472 -3.920 1.899 0.49
H 3.021 -2.986 1.476 0.01
H 4.317 -3.377 0.224 0.12
H 3.108 -0.080 -1.226 -0.36
H 3.448 -1.687 -1.139 0.40
H 5.332 -0.706 -2.384 0.49
H 6.110 -0.951 -0.980 0.28
H 5.463 0.707 -1.326 0.41
C 3.276 -2.523 -6.470 -1.97
C 2.315 -2.143 -5.364 0.30
N 2.905 -2.328 -4.057 0.39
C 4.178 -1.758 -3.746 -1.29
C 4.135 -0.218 -3.543 -1.19
C 1.893 -2.461 -2.983 0.98
C 1.195 -3.806 -3.117 -1.88
H 2.817 -2.392 -7.450 0.55
H 3.695 -3.500 -6.226 0.36
H 4.169 -1.899 -6.509 0.34
H 1.947 -1.134 -5.545 0.46
H 1.367 -2.659 -5.515 -0.17
H 4.492 -2.231 -2.816 0.67
H 4.882 -2.101 -4.505 0.63
H 5.138 0.198 -3.445 0.39
H 3.565 0.356 -4.273 0.41
H 3.607 -0.020 -2.610 0.45
H 1.189 -1.632 -3.060 0.93
H 2.428 -2.459 -2.034 -0.69
H 1.930 -4.603 -3.233 0.00
H 0.517 -3.907 -3.964 0.63
H 0.510 -3.905 -2.275 0.68
C -1.594 -0.213 2.380 0.45
C -0.228 -0.812 1.875 -1.44
N -0.296 -1.419 0.540 1.75
C 0.992 -2.042 0.248 -0.45
C 1.021 -2.842 -1.124 -1.58
C -0.805 -0.545 -0.492 -1.94
C 0.019 0.734 -0.766 -0.13
H -2.001 0.634 1.829 -0.48
H -1.488 0.047 3.434 -1.36
H -2.405 -0.938 2.437 0.34
H 0.581 -0.083 1.919 -0.39
H 0.138 -1.537 2.602 1.56
H 1.280 -2.717 1.054 0.73
H 1.713 -1.256 0.027 -0.94
H 0.181 -3.536 -1.108 -0.36
H 1.847 -3.553 -1.117 1.46
H 1.092 -2.187 -1.992 -0.86
H -1.006 -1.118 -1.398 -0.82
H -1.807 -0.290 -0.147 0.31
H 0.869 0.298 -1.292 -0.79
H -0.523 1.487 -1.337 1.59
H 0.499 1.168 0.112 0.01
C -5.044 4.760 2.165 -1.51
C -4.362 3.977 3.179 -0.29
N -3.423 2.998 2.556 0.12
C -2.717 3.425 1.356 -1.14
C -2.232 2.163 0.594 -0.71
C -2.552 2.357 3.616 0.53
C -3.299 1.747 4.853 -1.72
H -4.300 5.459 1.780 0.31
H -5.875 5.338 2.569 0.41
H -5.402 4.044 1.425 0.37
H -3.766 4.685 3.754 0.31
H -5.095 3.513 3.840 0.42
H -3.330 4.073 0.730 0.73
H -1.821 3.927 1.720 -0.38
H -2.892 1.296 0.603 0.88
H -1.965 2.451 -0.423 0.78
H -1.339 1.881 1.152 -0.66
H -1.822 3.069 4.000 0.69
H -2.022 1.497 3.207 -0.77
H -3.875 2.534 5.340 0.53
H -2.634 1.097 5.422 -0.18
H -3.981 0.985 4.474 0.43
C 2.692 6.449 -1.620 -1.38
C 1.738 6.041 -0.462 -0.88
N 1.894 4.658 -0.047 0.25
C 1.421 4.550 1.348 -0.27
C -0.049 4.916 1.531 -1.60
C 1.453 3.768 -1.104 -2.23
C 0.957 2.423 -0.567 0.85
H 2.518 7.516 -1.755 0.50
H 2.311 5.987 -2.531 0.27
H 3.738 6.278 -1.364 0.30
H 1.831 6.813 0.303 0.54
H 0.687 6.254 -0.656 0.44
H 1.606 3.563 1.771 -0.42
H 2.048 5.190 1.969 0.48
H -0.317 5.929 1.232 0.59
H -0.670 4.213 0.976 0.44
H -0.354 4.716 2.558 0.33
H 2.353 3.818 -1.716 0.48
H 0.656 4.265 -1.657 0.39
H 0.023 2.630 -0.045 -0.64
H 1.744 2.058 0.092 1.26
H 0.799 1.729 -1.393 0.83
C -1.794 -3.279 -0.445 0.77
C -2.542 -3.543 0.873 -0.71
N -4.008 -3.504 0.555 0.10
C -4.827 -4.247 1.580 -0.68
C -4.826 -3.423 2.815 -0.93
C -4.509 -2.259 -0.028 0.81
C -6.072 -2.109 -0.209 -1.72
H -2.004 -3.867 -1.338 0.66
H -0.775 -3.659 -0.363 -0.07
H -1.671 -2.231 -0.718 -0.23
H -2.201 -4.522 1.209 0.43
H -2.360 -2.942 1.765 0.13
H -5.834 -4.287 1.164 0.41
H -4.489 -5.258 1.810 0.39
H -3.821 -3.491 3.233 0.20
H -5.131 -2.382 2.712 0.21
H -5.535 -4.000 3.408 0.49
H -4.101 -2.038 -1.014 -0.21
H -4.069 -1.392 0.464 -0.01
H -6.176 -1.166 -0.745 0.49
H -6.674 -2.102 0.700 0.35
H -6.506 -2.855 -0.875 0.37
C -1.019 0.103 5.687 -1.33
C -0.178 1.385 5.295 1.09
N 1.145 1.244 4.718 0.36
C 2.044 0.367 5.501 -0.30
C 2.432 1.014 6.887 -1.44
C 1.202 0.781 3.276 -0.22
C 0.576 1.823 2.369 0.22
H -0.461 -0.658 6.233 0.48
H -1.537 -0.451 4.905 0.39
H -1.779 0.424 6.400 0.53
H -0.821 2.030 4.695 -1.36
H -0.154 2.068 6.144 0.44
H 2.959 0.312 4.912 0.17
H 1.730 -0.674 5.421 0.48
H 3.042 1.856 6.561 0.32
H 2.975 0.322 7.530 0.40
H 1.570 1.348 7.464 0.32
H 2.248 0.613 3.019 -1.27
H 0.751 -0.205 3.159 0.80
H -0.470 1.987 2.631 0.37
H 1.146 2.747 2.464 0.82
H 0.748 1.606 1.315 0.32

| no. | maximum force (Eh/bohr) |
| --- | --- |
| 1 | 0.054 |
| 2 | 0.085 |
| 3 | 0.067 |
| 4 | 0.018 |
| 5 | 0.087 |
| 6 | 0.073 |
| 7 | 0.034 |
| 8 | 0.227 |